Density functional theory data (ωB97M-V/def2-TZVPD) for C29H54ClN5O3Sb2SeTi as an isolated structure in a non-equilibrium geometry.

As for the orbital gap: 4.01 eV. As for the spin multiplicity: 1. The charge is -2. The calculation puts the HOMO energy at -0.05 eV. The value obtained for the electronic energy is -158600.3808 eV. For the energy relative to the best compared isomer or geometry (same formula, charge and spin), the calculation gives 0.0 kJ/mol.

Geometry (Å):
H 2.318 -2.488 -3.508
O -1.054 -1.340 2.443
C -1.195 2.271 -3.388
H 3.406 3.605 0.872
H -2.687 -2.485 2.231
H -2.375 4.771 2.593
C -0.103 -2.294 0.102
Ti -1.090 -0.298 0.638
H 1.928 -0.800 -5.283
C 3.613 1.459 1.163
H 3.966 -1.532 0.000
O -3.086 3.986 4.365
C -1.853 -3.688 -4.452
H -3.088 -3.602 -0.581
H -0.930 2.601 -1.279
H 3.098 1.945 -3.043
H -0.310 4.846 -5.511
H 0.323 -2.032 4.178
C 1.566 -1.880 -2.992
C -0.712 3.529 -3.913
Sb 2.629 -0.298 1.915
N -0.172 1.389 1.153
C -1.759 -2.291 2.780
C -2.603 -3.997 -1.471
H -1.911 -3.136 -5.391
H -4.725 -3.018 -3.420
C -1.058 3.220 3.273
H -1.923 0.386 -4.177
C -2.987 1.740 3.423
H -0.605 2.892 4.223
H -2.059 -4.723 4.953
H -0.080 -3.269 5.398
H -4.298 -1.511 -4.273
H -0.258 3.498 2.585
C -1.253 1.934 -2.064
H 4.604 1.486 1.627
C -2.111 -4.362 3.925
H 2.182 2.378 -1.569
N 1.816 -0.476 -3.239
C 5.563 -1.394 1.465
H 5.921 -0.425 1.110
C 1.615 -0.009 -4.598
H -2.612 -4.470 -4.449
H 3.749 1.259 0.099
H -3.157 -4.253 3.648
H 6.231 -2.153 1.044
C 2.878 2.779 1.359
N -1.823 2.153 2.677
H 1.357 2.267 -3.122
C 2.683 0.724 4.816
H 1.600 -2.072 -1.923
C -0.081 -3.030 4.333
C -1.991 4.385 3.547
H 5.704 -1.409 2.547
H -2.699 1.262 4.376
C -0.673 3.857 -5.246
C 2.148 1.839 -2.510
C 1.886 0.388 -2.190
Cl -0.176 4.759 -2.761
Se -3.420 -0.603 0.190
H -1.484 5.191 4.080
H -1.639 -5.095 3.263
H 2.787 3.032 2.420
H 2.601 1.751 4.455
Sb -2.186 -2.329 -2.763
O 1.784 0.013 -1.025
C 3.549 -0.122 3.887
H 0.541 -3.744 3.785
C -4.239 -2.045 -3.324
H -3.264 -4.690 -1.995
H -1.832 0.955 -6.514
H 3.071 0.768 5.839
C 4.110 -1.629 1.078
C -1.568 1.371 -4.463
C -1.073 2.960 -6.236
H 3.797 -2.645 1.329
H -4.657 2.713 4.403
C -1.517 1.702 -5.789
N -1.445 -3.075 3.834
H 0.577 -2.167 -3.358
H 1.865 2.719 0.958
H 3.670 -1.129 4.300
H 1.661 0.339 4.869
H -3.529 1.016 2.809
C -1.277 1.314 1.761
H 4.548 0.311 3.789
C -3.841 2.960 3.722
H -0.866 -4.146 -4.386
H -4.727 -1.456 -2.550
H -1.045 3.229 -7.283
N 0.533 -3.262 0.196
H -1.607 0.942 -1.786
H -1.674 -4.489 -1.188
H -4.260 3.350 2.786
H 0.564 0.235 -4.792
H 2.210 0.877 -4.804



Density functional theory data (ωB97M-V/def2-TZVPD) for C5H4N2O4SSc as an isolated structure in a non-equilibrium geometry.

As for the orbital gap: 6.28 eV. As for the spin multiplicity: 1. The charge is +3. The calculation puts the HOMO energy at -21.44 eV. The value obtained for the electronic energy is -47922.5206 eV. For the energy relative to the best compared isomer or geometry (same formula, charge and spin), the calculation gives 82.7 kJ/mol.

Geometry (Å):
C -3.244 -0.033 -3.617
C 0.093 0.002 2.691
N 0.083 1.180 3.341
O -0.033 3.238 -2.644
H 0.017 1.148 4.347
C 0.216 2.183 -2.215
N 0.081 -1.184 3.343
O 3.192 0.031 -3.483
C 2.522 0.025 -2.475
H 0.032 -2.068 2.852
Sc 0.778 0.009 -1.307
H 0.017 -1.146 4.347
O -4.244 -0.043 -4.157
O 0.038 -3.236 -2.638
C 0.260 -2.175 -2.224
H 0.033 2.069 2.849
S 0.156 0.000 0.991



Density functional theory data (ωB97M-V/def2-TZVPD) for an isolated ion of composition C5H7N4S and charge +1 in a non-equilibrium geometry.

As for the orbital gap: 9.44 eV. As for the spin multiplicity: 1. The charge is +1. The calculation puts the HOMO energy at -13.46 eV. The value obtained for the electronic energy is -22083.0691 eV. For the energy relative to the best compared isomer or geometry (same formula, charge and spin), the calculation gives 428.3 kJ/mol.

Geometry (Å):
C -1.832 3.054 -0.390
N -1.211 -1.431 -0.043
H -2.514 -0.698 -1.416
H 0.531 -1.941 0.984
N 0.565 0.061 0.889
H 2.173 0.717 0.103
N -2.237 1.933 -0.881
C -1.774 -0.531 -0.744
H -0.742 -0.867 1.900
N 1.701 -0.130 -0.027
C -0.326 -1.127 0.986
C -1.467 0.871 -0.533
H 2.105 -1.020 0.546
H 1.284 -0.286 -0.934
H -2.302 3.967 -0.449
S -0.315 2.969 0.483
C -0.483 1.303 0.336



Density functional theory data (ωB97M-V/def2-TZVPD) for a 2-piece molecular cluster, C2H3ClN2 overall in a non-equilibrium geometry.

As for the orbital gap (alpha / beta): 7.84 / 7.69 eV. As for the spin multiplicity: 1. The calculation puts the HOMO energy (alpha / beta) at -10.58 / -10.45 eV. The value obtained for the electronic energy is -17620.8823 eV. For the energy relative to the best compared isomer or geometry (same formula, charge and spin), the calculation gives 436.7 kJ/mol.

Geometry (Å):
H -1.280 1.143 -0.151
H -0.791 -0.326 -1.170
C -1.333 -0.005 -0.231
Cl -0.472 -0.587 1.288
H -2.335 -0.355 -0.146
C 2.089 0.092 0.132
N 2.002 0.426 -0.984
N 2.119 -0.388 1.263



Density functional theory data (ωB97M-V/def2-TZVPD) for a 2-piece molecular cluster, C3H10N2O overall.

As for the orbital gap: 9.52 eV. As for the spin multiplicity: 1. The calculation puts the HOMO energy at -8.49 eV. The value obtained for the electronic energy is -8298.8627 eV. For the energy relative to the best compared isomer or geometry (same formula, charge and spin), the calculation gives 254.9 kJ/mol.

Geometry (Å):
N -0.537 0.664 1.294
H 1.446 -1.737 -1.634
C 0.216 1.681 1.337
H 0.822 1.821 2.212
N -1.377 0.465 0.292
H 2.831 -0.943 -0.849
O 1.231 0.253 -1.423
H -2.030 -1.294 1.124
H -1.291 -1.505 -0.482
H 1.459 0.947 -0.797
C 1.737 -0.963 -0.924
H -2.910 -0.781 -0.331
H -1.247 1.005 -0.565
C -1.925 -0.856 0.134
H 0.257 2.442 0.553
H 1.318 -1.199 0.059



Density functional theory data (ωB97M-V/def2-TZVPD) for C58H60I2N8O2SScSe as an isolated structure.

As for the orbital gap: 4.82 eV. As for the spin multiplicity: 1. The charge is -1. The calculation puts the HOMO energy at -3.51 eV. The value obtained for the electronic energy is -190227.9676 eV.

Geometry (Å):
H -3.018 1.671 1.046
H -1.835 -0.901 3.613
H 2.340 -1.789 -2.125
C -2.333 -2.052 -2.106
C -1.198 1.171 3.625
H 1.880 5.729 3.299
C 4.169 0.976 -5.356
C 0.346 3.345 1.469
C -0.056 -5.804 0.513
C -4.677 1.704 -3.140
H -0.360 -3.457 4.811
H -1.749 0.364 -5.566
C 1.414 -3.604 -2.731
C -1.999 4.241 -1.131
C 0.301 0.969 3.733
C -5.061 2.228 1.074
C 1.181 3.892 2.407
H 4.085 -1.567 2.139
C 4.541 -0.618 1.858
I -3.825 -3.333 2.208
H -5.061 -0.507 0.448
H -1.459 1.231 2.570
C 3.326 -0.178 -5.255
H 4.775 1.106 -6.243
H 1.792 -3.247 5.805
H -0.087 -0.106 -5.251
H -3.249 -6.203 1.540
H 2.034 -4.612 -0.106
C 1.426 -3.847 0.388
H 3.075 -2.493 4.830
Sc -0.181 -0.860 -0.029
H -3.030 0.211 4.257
C -1.230 3.519 -0.258
C -0.408 5.611 0.790
H -1.627 -0.222 5.242
H 3.402 2.588 1.182
C -3.448 1.421 -3.699
C 4.184 1.915 -4.379
C -3.933 1.339 0.558
I -1.393 -8.518 0.610
C 2.239 -3.188 4.813
H -2.606 6.226 -1.725
C 4.140 1.798 1.330
N 0.581 0.763 1.295
N 1.546 -2.581 -0.386
C 1.247 -4.475 -4.949
H -6.043 1.860 0.769
C 1.966 -3.769 -4.003
C 2.565 0.546 -3.093
H 4.125 0.628 4.222
H 3.287 -0.871 -6.087
C 1.127 0.736 2.613
H 2.246 -2.041 0.124
H 1.859 -1.234 -4.137
C -1.240 -6.449 0.822
C 2.519 0.615 2.809
C -1.035 -3.643 1.040
H -5.046 2.239 2.167
H -2.615 3.769 -1.885
C 3.357 1.734 -3.229
C 0.466 6.154 1.778
C -1.003 0.927 -3.590
C 1.221 5.311 2.547
C 0.059 -4.428 0.622
C -2.336 1.137 -2.911
H -1.067 3.330 3.875
O -0.944 -2.331 1.148
H 4.763 1.735 0.434
H -1.547 2.474 5.348
C -2.462 1.142 -1.510
H -1.249 7.421 -0.080
H 0.794 -6.375 0.160
H -0.348 0.468 -2.853
H -4.955 3.256 0.724
C -1.645 2.488 4.259
H 4.782 2.813 -4.452
C 2.171 -2.779 -1.713
H 1.877 -3.651 1.361
H -3.329 -0.744 0.643
C -0.917 2.085 -0.019
N -1.340 0.937 -0.645
C -3.727 1.407 -0.940
H 1.638 -4.606 -5.950
O 1.631 -2.157 2.746
C -2.203 -4.341 1.393
H -1.384 -5.217 -2.973
C -4.168 -0.116 0.945
H 5.121 -0.754 0.940
C 0.015 -5.006 -4.597
C -2.320 -5.719 1.274
H 4.776 2.101 2.167
C 3.051 0.707 4.088
H 2.874 0.165 0.783
C -0.430 -4.819 -3.300
H 0.233 1.219 5.854
N -1.350 -1.672 -1.589
C 2.239 0.905 5.189
H 5.248 -0.336 2.642
H -2.699 2.666 4.030
C -1.961 -0.007 4.223
H 1.795 3.280 3.057
H -5.531 1.924 -3.770
C 1.261 -2.729 3.761
H -0.318 2.939 -3.117
C -0.441 4.236 0.681
H -0.591 -5.552 -5.307
N 3.229 2.625 -2.249
H -4.297 -0.220 2.022
S -3.662 -2.597 -2.854
C -0.400 2.277 -3.982
H 2.665 0.977 6.183
N -0.041 -3.010 3.972
H -1.424 -1.003 -4.502
H -5.776 1.895 -1.322
H -3.341 1.434 -4.777
C 0.007 2.003 0.991
H -1.028 2.784 -4.721
H 3.165 -3.235 -1.587
H -0.703 -2.748 3.255
C -1.075 -0.011 -4.793
C -1.987 5.663 -1.036
H 2.936 -3.348 -4.238
C -4.810 1.687 -1.763
H 2.609 -4.178 4.538
N 1.820 0.467 -1.989
Se 2.047 1.996 -1.117
H 0.592 2.149 -4.423
C 0.874 1.042 4.998
C 2.545 -0.398 -4.169
C -1.230 6.338 -0.117
C 3.474 0.457 1.645
H 0.527 7.227 1.916
N 0.258 -4.136 -2.387



Density functional theory data (ωB97M-V/def2-TZVPD) for the molecule C4H8O2.

As for the orbital gap: 10.90 eV. As for the spin multiplicity: 1. The calculation puts the HOMO energy at -10.06 eV. The value obtained for the electronic energy is -8372.1098 eV. For the energy relative to the best compared isomer or geometry (same formula, charge and spin), the calculation gives 113.1 kJ/mol.

Geometry (Å):
C 1.214 -0.390 0.009
H 1.849 1.131 -0.971
H -0.925 -1.926 0.707
C -0.552 1.344 -0.296
H -1.003 2.174 0.284
H -1.340 -1.162 -0.839
O 2.136 0.660 -0.179
H 1.635 -1.045 0.778
H 1.095 -0.998 -0.899
O -0.388 1.453 -1.491
H -2.206 -0.706 0.642
C -1.227 -0.984 0.237
H -0.124 0.349 1.544
C -0.165 0.099 0.476



Density functional theory data (ωB97M-V/def2-TZVPD) for C30H50IrP4S as an isolated structure in a non-equilibrium geometry.

As for the orbital gap (alpha / beta): 3.32 / 3.44 eV. As for the spin multiplicity: 6. The charge is +4. The calculation puts the HOMO energy (alpha / beta) at -17.01 / -18.84 eV. The value obtained for the electronic energy is -82705.1442 eV. For the energy relative to the best compared isomer or geometry (same formula, charge and spin), the calculation gives 105.3 kJ/mol.

Geometry (Å):
H -1.974 3.759 2.624
C -2.198 -3.802 2.269
C -2.210 -1.597 -1.007
Ir 0.144 0.749 -0.005
H 3.236 -1.754 -3.023
H 3.651 -0.554 -0.701
H -3.904 0.976 1.015
H -1.683 -1.834 3.005
H -2.960 2.973 1.375
C -1.722 0.668 -5.011
H 1.355 4.202 1.451
C -0.336 -2.483 1.456
H 2.496 -1.755 0.181
H 2.096 3.864 -0.524
C 2.766 -1.320 -3.921
C -1.916 -0.651 -5.426
H -3.100 -1.671 -1.638
H 0.011 4.418 2.587
C -0.699 -4.728 0.608
H -0.196 1.382 3.128
H -3.548 0.522 -2.158
H -1.417 -2.745 -5.030
C 0.675 -0.584 3.265
C 2.704 0.011 -4.100
C 0.585 3.673 2.020
C 0.025 -3.536 0.598
S 0.699 -2.851 -3.429
H 0.889 -3.454 -0.063
C -0.096 -0.115 -3.386
H 1.599 3.011 -2.011
C 2.301 -1.669 1.255
C -1.822 -4.850 1.430
H -2.167 2.003 2.648
H -2.137 1.584 -2.176
H 1.063 3.007 2.744
H -0.383 -5.565 -0.015
H -1.552 3.473 -1.184
C -0.823 0.924 -3.978
C -0.257 -1.428 -3.843
H -1.545 4.758 0.047
C 0.193 0.617 3.804
H 0.560 -0.066 7.107
H -2.776 0.039 2.030
H 3.144 2.808 1.501
H 1.859 0.444 -4.643
H -3.481 1.957 -1.085
C 1.141 -1.588 4.124
H 0.586 0.101 -2.554
H -2.405 -5.768 1.439
P 2.265 1.455 -0.283
H 2.660 -2.002 -4.789
H -0.044 4.351 -0.825
C -0.961 3.943 -0.394
H -0.215 1.753 5.592
C -1.233 -1.693 -4.809
C 2.321 3.023 -1.187
H -2.612 -0.881 -6.230
H -2.266 1.481 -5.503
C 3.069 1.735 1.324
H 1.519 -2.522 3.717
C 0.609 -0.210 6.031
H -1.335 -1.813 -1.621
H 3.050 -1.028 1.739
H 2.344 -2.673 1.700
H 4.153 0.888 -1.661
C 1.098 -1.414 5.508
H 2.694 -0.009 -2.065
P -2.066 0.083 -0.308
H 1.439 -2.207 6.176
C 0.163 0.809 5.187
P -0.566 2.753 0.923
H -0.732 1.961 -3.646
C 3.305 0.340 -1.229
C -2.900 1.147 -1.534
H 2.515 1.279 2.151
C -3.274 0.079 1.058
P 0.644 -0.930 1.453
H -3.923 -0.801 0.968
C -2.060 2.867 1.989
C -1.443 -2.632 2.302
H -2.271 -2.346 -0.209
H 4.073 1.307 1.290
H 3.564 0.655 -3.905
H -0.312 -3.578 -3.032
H -3.066 -3.877 2.924
H 3.329 3.150 -1.598



Density functional theory data (ωB97M-V/def2-TZVPD) for C3H7N2S as an isolated structure.

As for the orbital gap: 8.58 eV. As for the spin multiplicity: 1. The charge is +1. The calculation puts the HOMO energy at -13.10 eV. The value obtained for the electronic energy is -17031.2955 eV. For the energy relative to the best compared isomer or geometry (same formula, charge and spin), the calculation gives 219.5 kJ/mol.

Geometry (Å):
N -0.499 -0.474 0.088
H 1.951 1.769 -0.269
N 2.108 -0.216 0.133
H 1.010 -0.433 0.111
H -3.297 0.183 0.740
S -1.114 1.128 0.057
C 2.602 0.931 -0.057
H -1.807 -2.136 0.002
H -3.095 0.179 -1.039
C -1.641 -1.075 0.004
H 3.674 1.105 -0.021
C -2.596 0.057 -0.081
H 2.705 -1.018 0.331



Density functional theory data (ωB97M-V/def2-TZVPD) for C3H8AlF4INO as an isolated structure in a non-equilibrium geometry.

As for the orbital gap: 8.63 eV. As for the spin multiplicity: 1. The charge is -1. The calculation puts the HOMO energy at -6.53 eV. The value obtained for the electronic energy is -32354.5840 eV.

Geometry (Å):
Al -1.579 -1.358 -3.347
O 1.685 -0.496 1.932
H 1.892 1.044 0.324
H -0.101 1.893 0.032
H -0.181 -0.751 2.936
I 0.264 1.971 3.195
H 3.120 1.175 1.782
F -2.950 -0.292 -3.824
C 0.321 0.005 2.161
H 0.013 -0.609 -0.015
C -0.632 -0.039 0.812
F -0.053 -0.401 -3.328
H -1.585 -0.720 0.988
H 3.239 -0.264 0.485
C 2.491 0.423 1.114
F -1.427 -2.706 -4.532
N -0.951 1.319 0.227
H -1.679 1.838 0.765
F -1.885 -2.032 -1.706



Density functional theory data (ωB97M-V/def2-TZVPD) for C10H11BrO as an isolated structure in a non-equilibrium geometry.

As for the orbital gap: 9.69 eV. As for the spin multiplicity: 1. The calculation puts the HOMO energy at -9.48 eV. The value obtained for the electronic energy is -82634.9981 eV. For the energy relative to the best compared isomer or geometry (same formula, charge and spin), the calculation gives 208.6 kJ/mol.

Geometry (Å):
Br -2.541 2.111 -1.587
C 3.117 -0.545 0.910
O -1.095 2.037 1.090
H 1.293 0.898 -1.393
C 2.160 -0.817 1.833
C -1.886 0.417 -0.932
H 0.108 -0.894 2.290
C 0.832 -0.560 1.627
H -0.665 -1.030 -1.733
H -2.394 -1.313 0.236
H 2.301 -1.397 2.741
H -3.020 0.472 0.780
C -0.947 0.431 0.217
H -1.850 2.441 0.591
H 4.158 -0.663 1.269
C 1.462 0.303 -0.539
C 0.438 0.013 0.395
C 2.781 0.110 -0.217
C -2.260 -0.228 0.403
C -1.608 -0.620 -2.080
H -1.520 -0.168 -3.078
H 3.586 0.390 -0.825
H -2.448 -1.387 -1.998



Density functional theory data (ωB97M-V/def2-TZVPD) for a 2-piece molecular cluster, C3H7NO2 overall in a non-equilibrium geometry.

As for the orbital gap: 10.25 eV. As for the spin multiplicity: 1. The calculation puts the HOMO energy at -9.64 eV. The value obtained for the electronic energy is -8808.7614 eV. For the energy relative to the best compared isomer or geometry (same formula, charge and spin), the calculation gives 170.5 kJ/mol.

Geometry (Å):
H -2.521 1.114 1.400
N 2.107 0.133 1.143
C 1.665 -0.001 -0.129
H -2.050 0.366 -1.845
C -2.023 -0.465 -1.156
H -2.110 -1.495 -1.445
H 1.588 0.525 1.905
C -2.056 -0.252 0.142
O 2.253 -0.624 -0.979
H 0.720 0.527 -0.307
H 2.917 -0.392 1.431
O -1.904 1.027 0.665
H -2.024 -1.023 0.903